ORCA calculation (ωB97M-V/def2-TZVPD) on a molecular structure, C11H14N.

Positions of all 26 atoms, in Å:
N  2.36587  -0.33069  -0.02303
C  -0.21934  1.78101  -0.56287
C  1.29269  -0.03978  0.67956
C  -1.35624  -1.81398  0.14900
C  3.09733  -0.10836  -1.04437
C  -0.34112  0.40752  -0.20229
C  3.66821  -0.93910  0.07519
C  1.36803  1.42120  1.27890
C  -2.76238  0.16263  -0.97277
C  -1.55671  -0.34621  -0.13427
C  0.52041  2.28353  0.63941
C  -2.80581  0.25600  0.45925
H  -2.07127  -2.45598  -0.50324
H  4.29991  -0.80467  1.01640
H  0.93400  -0.77632  1.35886
H  -2.94138  1.24141  0.83969
H  -2.65220  1.02333  -1.65402
H  -3.31489  -0.50484  0.90337
H  -1.75996  -2.06911  1.20333
H  2.03528  1.69212  2.07908
H  3.70485  -2.01694  -0.13154
H  -3.41101  -0.64212  -1.50582
H  -1.17367  2.38253  -0.77446
H  3.05709  0.46872  -1.86659
H  -0.44234  -2.25089  0.12856
H  0.46466  1.97902  -1.43534

Calculated values
relative energy (zero: lowest compared OMol25 entry of this formula, charge and spin): 1068.6 kJ/mol
total charge: +1
E_HOMO (alpha / beta): -10.9 / -12.4 eV
Kohn-Sham gap (alpha / beta): 5.73 / 7.43 eV

***

ORCA calculation (ωB97M-V/def2-TZVPD) on 2 unconnected molecules or ions with the total composition C11H14N2.

Positions of all 27 atoms, in Å:
N  -1.83118  -0.38997  -1.34478
N  -0.11596  0.80602  -2.01964
C  -1.09933  1.69963  -1.67926
C  -0.61291  -0.43457  -1.81316
C  2.11455  -0.66040  1.02497
C  -0.08305  0.24266  1.44602
C  1.26016  0.43191  1.16328
C  -3.47143  1.47110  -0.79727
C  -0.55993  -1.01429  1.76889
C  0.33960  -2.08925  1.83850
C  -2.15715  0.93280  -1.26838
C  1.64555  -1.90865  1.43967
C  3.42611  -0.51496  0.33558
H  -1.62016  -1.20428  1.84559
H  -3.34656  2.46104  -0.36408
H  -1.00919  2.76901  -1.60131
H  1.65305  1.39151  0.86998
H  -3.98156  0.79816  -0.12171
H  -0.00674  -1.28210  -2.10954
H  -4.14726  1.56520  -1.64705
H  4.16198  -1.27277  0.59822
H  3.35737  -0.60897  -0.74860
H  0.73789  1.03756  -2.50216
H  -0.79228  1.06171  1.38928
H  -0.07398  -2.98667  2.27996
H  3.89437  0.46154  0.50029
H  2.31804  -2.76295  1.51669

Calculated values
relative energy (zero: lowest compared OMol25 entry of this formula, charge and spin): 22.5 kJ/mol
E_HOMO: -8.5 eV
SMILES string: Cc1c[nH]cn1.Cc1ccccc1
Kohn-Sham gap: 9.24 eV

***

ORCA calculation (ωB97M-V/def2-TZVPD) on 2 unconnected molecules or ions with the total composition C11H14N2.

Positions of all 27 atoms, in Å:
N  -1.97383  -1.55295  -0.89820
N  -2.30841  -0.37748  -2.80064
C  0.91233  -0.33043  1.56547
C  1.52874  0.84627  1.09837
C  -2.51103  0.51810  -1.73462
C  3.69972  -0.15154  1.73493
C  -2.81063  1.87953  -1.94151
C  0.79702  2.14685  0.69143
C  -1.88054  -1.56068  -2.29990
C  2.96742  0.82620  0.99945
C  -2.44561  -0.26994  -0.51086
C  1.65077  -1.41725  2.12477
C  3.04817  -1.37832  2.18184
H  3.50430  1.61988  0.56017
H  -2.81870  2.42343  -0.92903
H  0.40160  2.75604  1.51957
H  1.38830  2.84016  -0.05778
H  -3.56471  2.09337  -2.71978
H  -1.41491  -2.41466  -2.83267
H  -2.54585  -0.03281  0.53238
H  -1.76859  -2.12203  -0.24922
H  3.60204  -2.08998  2.76646
H  4.72238  0.05787  1.69651
H  1.20983  -2.17653  2.69541
H  -0.22176  -0.54956  1.64734
H  -0.21762  1.97076  0.13488
H  -2.03873  2.48431  -2.32860

Calculated values
relative energy (zero: lowest compared OMol25 entry of this formula, charge and spin): 252.9 kJ/mol
total charge: +1
<S²>: 0.763
E_HOMO (alpha / beta): -11.7 / -11.7 eV
Kohn-Sham gap (alpha / beta): 7.62 / 3.83 eV
multiplicity: 2

***

ORCA calculation (ωB97M-V/def2-TZVPD) on 2 unconnected molecules or ions with the total composition C11H14N2O.

Positions of all 28 atoms, in Å:
O  -0.84418  0.14621  -2.32644
N  -1.99971  1.08763  0.45860
N  1.14906  1.04754  -1.82948
C  0.59809  -1.10820  1.57622
C  -0.18860  0.02163  1.22088
C  0.36199  0.09753  -2.41790
C  -0.07716  -2.35585  1.60629
C  1.04035  -1.02381  -3.17397
C  0.09594  1.42420  1.24089
C  -2.14820  -1.40098  0.67162
C  1.32551  2.09669  1.75406
C  -1.31816  -2.51964  1.02465
C  -1.02590  2.05219  0.72267
C  -1.49120  -0.15756  0.74304
H  -3.18025  -1.47431  0.38481
H  -1.26049  3.07914  0.47914
H  1.64325  2.90161  1.08488
H  1.59635  -1.01780  1.98441
H  0.45005  -3.19120  2.01866
H  2.13643  1.36934  1.83949
H  -2.85427  1.31954  0.01135
H  -1.79624  -3.49468  1.09459
H  2.14576  0.93204  -1.84883
H  0.75183  1.42628  -0.97457
H  0.28923  -1.76077  -3.42016
H  1.88409  -1.47976  -2.66506
H  1.52322  -0.51983  -4.02260
H  1.19324  2.50285  2.76277

Calculated values
relative energy (zero: lowest compared OMol25 entry of this formula, charge and spin): 38.1 kJ/mol
total charge: -1
<S²>: 0.769
E_HOMO (alpha / beta): 0.7 / -2.8 eV
Kohn-Sham gap (alpha / beta): 2.98 / 6.33 eV
multiplicity: 2

***

ORCA calculation (ωB97M-V/def2-TZVPD) on 2 unconnected molecules or ions with the total composition C11H14N2O.

Positions of all 28 atoms, in Å:
O  1.73755  0.76841  1.34293
N  -0.34266  2.71875  -1.23187
N  -2.46810  3.08964  -1.52624
C  2.64552  -1.34974  1.15199
C  1.49171  -0.59074  1.02885
C  -1.33406  2.88853  -2.16888
C  0.29014  -2.31719  -0.02431
C  -3.35026  3.08230  0.74478
C  0.26474  -1.08223  0.59898
C  -0.87404  2.92100  0.02477
C  1.28749  -4.39833  -0.84313
C  -2.23756  3.06455  -0.20594
C  2.58703  -2.54135  0.43392
C  1.45258  -3.08804  -0.14914
H  1.05265  1.04673  1.95565
H  -3.28693  3.89457  1.50896
H  -3.59704  2.27196  1.42372
H  3.50755  -0.96904  1.68442
H  -4.28718  3.21000  0.19266
H  1.92937  -5.11016  -0.27894
H  -0.64853  -2.57196  -0.51937
H  0.35539  -4.92377  -0.80263
H  1.64421  -4.29819  -1.87316
H  0.64740  2.52953  -1.24611
H  3.46114  -3.19684  0.47760
H  -0.57935  -0.41377  0.62986
H  -0.21894  2.76466  0.86174
H  -1.12981  2.60072  -3.19110

Calculated values
relative energy (zero: lowest compared OMol25 entry of this formula, charge and spin): 216.3 kJ/mol
E_HOMO: -8.5 eV
SMILES string: Cc1ccc(O)cc1.Cc1c[nH]cn1
Kohn-Sham gap: 9.14 eV

***

ORCA calculation (ωB97M-V/def2-TZVPD) on C11H14N2O4 in the gas phase.

Positions of all 31 atoms, in Å:
O  0.95856  -2.33146  1.18515
O  -0.11425  -1.74107  -0.60375
O  -0.64044  2.07476  1.00152
O  -4.45767  -0.22261  0.40949
N  -1.27295  0.65646  -0.57215
N  0.76435  -1.50975  0.01713
C  3.51556  -2.03996  -0.09378
C  -0.41719  1.15358  0.40277
C  -3.17113  -0.40079  0.22551
C  1.66438  -0.26190  0.00429
C  1.06482  0.96698  -0.12923
C  3.29098  1.99286  -0.31796
C  -5.32729  -0.53021  -0.64101
C  3.74580  0.59938  -0.44852
C  2.03519  1.96637  -0.17537
C  3.03490  -0.77288  -0.29048
C  -2.61636  0.70636  -0.58306
H  -2.80080  1.57281  0.19961
H  -5.29188  0.41403  -1.48300
H  -0.92387  0.17928  -1.49435
H  1.53206  3.06294  0.04722
H  3.30607  -2.47457  0.68960
H  4.01421  2.74550  -0.39691
H  3.18872  -2.47833  -1.01975
H  -3.02727  1.06363  -1.41513
H  -6.25841  -0.63202  -0.40156
H  -3.02688  -1.29703  -0.21891
H  -2.76496  -0.29413  1.22393
H  4.79064  0.43208  -0.32000
H  -5.03940  -1.49364  -1.16031
H  4.59618  -1.93102  -0.22528

Calculated values
relative energy (zero: lowest compared OMol25 entry of this formula, charge and spin): 1278.4 kJ/mol
E_HOMO: -9.1 eV
SMILES string: COCCNC(=O)c1cccc(C)c1[N+](=O)[O-]
Kohn-Sham gap: 8.76 eV

***

Number 1: electronic energy -481.660217 Eh, maximum force 8.2 eV Å⁻¹. Number 2: electronic energy -537.061478 Eh, maximum force 1.5 eV Å⁻¹. Number 3: electronic energy -536.674176 Eh, maximum force 10.9 eV Å⁻¹. Number 4: electronic energy -612.296600 Eh, maximum force 1.5 eV Å⁻¹. Number 5: electronic energy -612.268374 Eh, maximum force 2.8 eV Å⁻¹. Number 6: electronic energy -837.589735 Eh, maximum force 14.0 eV Å⁻¹.